Record 1
Density functional theory data (ωB97M-V/def2-TZVPD) for a 4-piece molecular cluster, C2H12NO3 overall at a distorted geometry.

Geometry as XYZ:
```
18
Properties=species:S:1:pos:R:3:forces:R:3
C 0.0463 1.4428 0.1388 -0.58 0.82 0.21
C 0.8064 1.9600 1.0809 0.33 0.08 -0.19
N -0.0397 0.0574 -0.2715 -0.27 -1.12 -0.18
H -0.6770 2.1091 -0.3170 0.06 -0.32 -0.38
H 0.7034 3.0312 1.2030 0.04 -0.08 0.24
H 1.5603 1.4684 1.6815 -0.10 -0.23 -0.11
H -0.0590 -0.5882 0.5466 0.43 0.06 -0.10
H -0.9520 -0.1760 -0.7201 0.01 0.40 -0.04
H 0.7129 -0.2323 -0.9343 -0.03 0.30 0.75
H -3.0398 -1.3600 -1.4037 -0.59 0.35 0.11
H -3.2168 0.2064 -0.9979 -0.61 -0.54 -0.12
O -2.6251 -0.5088 -1.2448 1.18 0.25 0.00
H -0.6029 -2.8045 1.3280 -0.17 0.20 -0.16
H -0.1174 -2.1237 2.5638 -0.08 0.38 0.03
O -0.5419 -1.9202 1.7180 0.30 -0.56 0.10
H 3.4448 -0.4039 -0.9187 -0.23 -0.11 0.07
H 2.7564 0.4878 -1.9325 -0.04 -0.02 0.03
O 2.5675 -0.1030 -1.1920 0.37 0.14 -0.27
```
Forces are in eV/Å.

## Properties
**Energy relative to the best compared isomer or geometry (same formula, charge and spin)**: 13.4 kcal/mol
**DFT total energy**: -363.62949 Eh
**Charge**: +1
**Gap between HOMO and LUMO**: 11.59 eV
**Highest occupied orbital energy**: -14.43 eV

Partial atomic charges computed with the Mulliken method, in multiples of e:
1 C -0.026
2 C -0.696
3 N -0.052
4 H 0.268
5 H 0.242
6 H 0.273
7 H 0.330
8 H 0.347
9 H 0.430
10 H 0.311
11 H 0.314
12 O -0.673
13 H 0.330
14 H 0.318
15 O -0.690
16 H 0.296
17 H 0.314
18 O -0.638

---

Record 2
Density functional theory data (ωB97M-V/def2-TZVPD) for C27H29BrCaN5OS as an isolated structure at a distorted geometry.

Geometry as XYZ:
```
65
Properties=species:S:1:pos:R:3:forces:R:3
Ca 0.8712 -0.3573 0.3376 0.13 1.94 0.10
Br 2.8569 -7.1082 -2.3971 0.03 -0.12 -0.04
C 2.4604 -5.3058 -2.0176 0.22 0.14 -0.29
C 3.0212 -4.2867 -2.8019 0.04 0.01 -0.05
C 2.7448 -2.9672 -2.5375 0.13 -0.11 -0.16
C 1.8988 -2.5816 -1.4821 -0.36 0.45 0.29
O 1.6562 -1.3151 -1.2501 0.79 -1.79 -1.52
C 1.3250 -3.6294 -0.6954 -0.23 -0.10 0.38
C 0.4036 -3.4447 0.4128 0.14 0.00 -0.16
N -0.0383 -2.3227 0.8780 -0.73 -0.56 0.59
C -1.0445 -2.2426 1.8987 0.57 0.29 -0.38
C -1.8724 -3.2640 2.2499 -0.32 -0.40 0.10
C -2.8950 -3.1025 3.2152 0.07 -0.21 -0.13
C -3.0926 -1.9023 3.8201 -0.02 0.16 0.06
C -2.2618 -0.8049 3.4791 -0.09 0.08 0.15
C -2.4171 0.4687 4.0768 -0.19 -0.09 0.14
C -1.5948 1.4979 3.7335 0.06 0.11 0.00
C -0.6072 1.2625 2.7627 0.03 -0.12 -0.06
N -0.4339 0.1061 2.1665 -0.96 -0.42 1.07
C -1.2420 -0.9573 2.5230 0.38 0.12 -0.30
C 1.6332 -4.9807 -0.9905 -0.27 0.19 0.32
H 3.6778 -4.5503 -3.6235 -0.04 0.03 0.06
H 3.1788 -2.1778 -3.1375 0.01 -0.04 -0.02
H 0.0721 -4.3772 0.8724 0.00 -0.08 -0.02
H -1.7709 -4.2271 1.7626 -0.05 0.05 0.05
H -3.5288 -3.9473 3.4600 0.07 0.05 -0.04
H -3.8791 -1.7674 4.5559 0.09 0.01 -0.07
H -3.1989 0.6072 4.8186 0.08 -0.02 -0.07
H -1.6865 2.4758 4.1873 0.00 -0.05 -0.02
H 0.0647 2.0660 2.4670 -0.04 -0.06 0.00
H 1.1957 -5.7655 -0.3828 0.01 0.05 -0.02
C -1.3414 4.4161 -3.1719 0.05 -0.09 -0.06
C -0.6040 3.9788 -1.8966 -0.05 -0.02 -0.07
C 0.9048 4.1572 -2.0601 0.13 0.18 -0.14
C -1.0049 2.5658 -1.5193 -0.20 -0.13 0.00
C -1.9146 2.3387 -0.4866 0.03 -0.07 0.07
C -2.4303 1.0670 -0.2396 0.00 0.11 0.05
C -2.0561 -0.0257 -1.0172 -0.04 -0.04 -0.13
C -2.7474 -1.3627 -0.8904 0.06 0.09 0.05
C -1.0926 0.1865 -2.0109 -0.12 0.10 -0.03
C -0.5878 1.4587 -2.2640 0.04 -0.09 0.09
H -1.1211 5.4610 -3.4054 -0.01 -0.09 0.04
H -2.4229 4.3092 -3.0618 0.09 -0.01 0.02
H -1.0317 3.8055 -4.0275 -0.02 0.06 0.10
H -0.9368 4.6251 -1.0833 -0.01 0.11 0.04
H 1.3384 3.3928 -2.7143 -0.05 0.10 0.05
H 1.4291 4.1273 -1.0994 -0.06 0.17 -0.15
H 1.1262 5.1266 -2.5104 -0.02 -0.03 0.04
H -2.2525 3.1775 0.1179 0.01 -0.08 -0.07
H -3.1634 0.9301 0.5531 0.08 0.03 -0.10
H -2.0359 -2.1870 -0.8377 0.02 0.03 -0.02
H -3.3764 -1.5353 -1.7659 -0.01 0.02 0.02
H -3.3867 -1.3990 -0.0068 0.05 0.01 -0.02
H -0.7846 -0.6420 -2.6376 0.05 0.00 0.03
H 0.1104 1.5877 -3.0853 -0.04 -0.02 0.02
N 1.9488 1.8025 -0.1990 0.09 0.26 0.08
N 3.0013 2.3133 0.5684 -0.31 -0.62 0.14
C 3.6683 1.4930 1.4335 -0.18 0.10 -0.14
N 4.7852 2.0446 1.9126 0.20 -0.16 0.31
S 3.1785 -0.0497 1.9010 0.31 0.48 -0.01
H 2.2724 1.5755 -1.1364 0.02 0.01 -0.08
H 1.2212 2.5068 -0.2799 0.10 -0.15 0.02
H 3.4767 3.1202 0.2058 0.18 0.18 -0.11
H 5.0399 3.0024 1.7410 0.02 0.01 -0.02
H 5.2932 1.5326 2.6123 0.06 0.02 0.02
```
Forces are in eV/Å.

## Properties
**Energy relative to the best compared isomer or geometry (same formula, charge and spin)**: 24.5 kcal/mol
**DFT total energy**: -5045.06232 Eh
**Charge**: +1
**Gap between HOMO and LUMO**: 6.94 eV
**Highest occupied orbital energy**: -9.99 eV

Partial atomic charges computed with the Mulliken method, in multiples of e:
1 Ca 1.522
2 Br -0.185
3 C -0.375
4 C -0.312
5 C -0.887
6 C 0.254
7 O -0.661
8 C 0.741
9 C 0.014
10 N 0.254
11 C 0.058
12 C -0.737
13 C -1.107
14 C -0.881
15 C 1.175
16 C -0.742
17 C -1.079
18 C -0.114
19 N 0.160
20 C 0.263
21 C -0.907
22 H 0.424
23 H 0.413
24 H 0.157
25 H 0.340
26 H 0.402
27 H 0.424
28 H 0.450
29 H 0.448
30 H 0.400
31 H 0.467
32 C -1.505
33 C 0.174
34 C -1.390
35 C 0.482
36 C -0.663
37 C -0.610
38 C 1.105
39 C -1.641
40 C -1.160
41 C 0.423
42 H 0.452
43 H 0.377
44 H 0.321
45 H 0.424
46 H 0.232
47 H 0.366
48 H 0.519
49 H 0.419
50 H 0.342
51 H 0.289
52 H 0.456
53 H 0.322
54 H 0.227
55 H 0.409
56 N -0.011
57 N -0.553
58 C 0.727
59 N -0.421
60 S -0.413
61 H 0.339
62 H -0.100
63 H 0.256
64 H 0.197
65 H 0.230

---

Record 3
Density functional theory data (ωB97M-V/def2-TZVPD) for C14H40AuOP2Si2 as an isolated structure at a distorted geometry.

Geometry as XYZ:
```
60
Properties=species:S:1:pos:R:3:forces:R:3
Au -0.6893 0.2188 1.3642 -0.10 1.03 0.72
H -0.7345 -0.9569 -1.4866 0.28 0.40 -0.51
H -0.4256 -0.2736 -1.4211 -0.28 -0.65 -0.24
P -0.1793 -2.0868 1.3610 0.13 0.19 0.34
P 1.0521 1.9929 -1.5526 -0.04 -0.32 1.29
C -0.3580 3.0839 -1.6176 -0.35 0.37 -0.51
H -0.1772 3.8758 -2.3562 -0.09 -0.13 0.14
H -1.2566 2.5251 -1.9123 0.27 -0.01 0.01
H -0.5719 3.5467 -0.6464 0.29 -0.27 -0.21
C 2.5053 2.7851 -0.8660 0.25 0.43 -0.34
H 3.3422 2.0790 -0.9054 -0.11 0.15 -0.06
H 2.7431 3.6831 -1.4566 0.10 -0.24 0.30
H 2.3326 3.0559 0.1853 -0.12 -0.04 -0.36
C 1.3965 1.1212 -3.0729 0.26 0.09 -0.50
H 0.4686 0.7515 -3.5193 0.12 0.13 0.08
H 1.9101 1.7904 -3.7794 -0.18 -0.24 0.12
H 2.0440 0.2579 -2.8624 -0.14 0.31 0.02
C 1.4769 -2.4666 2.0195 0.25 -0.01 0.00
H 1.3889 -3.2451 2.7911 0.13 0.23 -0.21
H 2.1068 -2.8358 1.2010 -0.13 0.04 0.18
H 1.9492 -1.5770 2.4497 -0.20 -0.30 -0.09
C -1.3731 -2.8659 2.4813 -0.23 -0.26 0.05
H -2.3175 -3.0083 1.9378 0.21 0.08 0.17
H -0.9966 -3.8409 2.8151 -0.10 0.11 -0.07
H -1.5705 -2.2294 3.3552 0.14 -0.15 -0.33
C -0.2354 -3.0474 -0.1865 -0.05 -0.04 0.07
H 0.5449 -2.6721 -0.8623 -0.23 -0.19 0.18
H -0.0470 -4.1106 0.0403 -0.09 0.38 -0.08
H -1.2151 -2.9375 -0.6630 0.18 -0.11 0.06
C -2.3241 -0.0048 0.2485 0.65 -0.35 1.08
O -3.3094 0.0218 -0.3309 -1.04 0.08 -1.08
H 0.7270 1.0609 -0.5309 -0.13 -0.07 -0.17
C 0.3091 4.6335 1.7928 -0.01 0.10 0.03
Si -0.7593 3.3451 2.6609 -0.33 -0.11 0.17
C -1.2046 4.1829 4.3082 0.15 -0.08 0.05
C -2.4156 3.1884 1.7786 -0.05 0.26 0.02
C 0.1427 1.6709 2.7399 0.60 -0.71 0.06
Si 0.1889 1.0569 4.5297 -0.04 0.28 0.06
C -1.5582 0.8426 5.1974 -0.26 -0.12 0.12
C 1.0506 -0.5959 4.7757 0.09 -0.14 0.05
C 1.1525 2.2173 5.6808 0.20 -0.05 0.05
H 0.4589 4.4405 0.7236 0.08 0.15 0.26
H 1.2931 4.6930 2.2805 -0.20 0.05 -0.15
H -0.1869 5.6140 1.9013 0.25 -0.30 -0.12
H -1.7444 5.1089 4.0457 0.15 -0.28 0.05
H -1.8664 3.5921 4.9577 0.21 0.14 -0.21
H -0.3218 4.4736 4.8938 -0.26 -0.06 -0.13
H -2.2937 3.1729 0.6889 -0.17 -0.09 0.11
H -2.9530 2.2808 2.0848 0.08 0.19 -0.08
H -3.0371 4.0603 2.0422 0.11 -0.29 -0.18
H 1.1824 1.7803 2.3788 -0.18 0.30 0.34
H -2.3458 1.3354 4.6075 0.25 -0.14 0.16
H -1.7994 -0.2314 5.2420 -0.03 0.28 0.00
H -1.6065 1.2305 6.2288 -0.07 -0.14 -0.34
H 0.4950 -1.4386 4.3466 0.13 0.13 0.09
H 1.1549 -0.7808 5.8587 -0.05 0.06 -0.34
H 2.0621 -0.5759 4.3496 -0.13 -0.07 0.12
H 2.0915 1.7186 5.9652 -0.17 0.17 -0.05
H 1.4189 3.1865 5.2460 -0.07 -0.17 0.07
H 0.5941 2.3998 6.6108 0.13 0.01 -0.25
```
Forces are in eV/Å.

## Properties
**2S+1**: 3
**DFT total energy**: -2029.72454 Eh
**Charge**: +1
**<S²>**: 2.007
**Gap between HOMO and LUMO (spin up / spin down)**: 5.13 / 6.38 eV
**Highest occupied orbital energy (spin up / spin down)**: -7.59 / -11.14 eV

Partial atomic charges computed with the Mulliken method, in multiples of e:
1 Au 1.178
2 H 0.376
3 H -0.572
4 P 0.968
5 P 1.002
6 C -0.717
7 H 0.471
8 H 0.327
9 H -0.148
10 C -1.040
11 H 0.390
12 H 0.384
13 H 0.292
14 C -1.078
15 H 0.423
16 H 0.388
17 H 0.379
18 C -1.288
19 H 0.446
20 H 0.471
21 H 0.218
22 C -1.262
23 H 0.400
24 H 0.457
25 H 0.219
26 C -1.464
27 H 0.373
28 H 0.424
29 H 0.416
30 C -0.369
31 O -0.386
32 H -0.259
33 C -1.059
34 Si 0.356
35 C -1.115
36 C -1.077
37 C -0.578
38 Si 0.379
39 C -1.118
40 C -1.060
41 C -1.240
42 H 0.239
43 H 0.301
44 H 0.328
45 H 0.453
46 H 0.324
47 H 0.322
48 H 0.236
49 H 0.293
50 H 0.404
51 H 0.284
52 H 0.322
53 H 0.327
54 H 0.384
55 H 0.180
56 H 0.378
57 H 0.270
58 H 0.362
59 H 0.304
60 H 0.379